[1]
The following is a quantum chemistry calculation of a molecular structure, C26H31N8O2S2Ti in a non-equilibrium geometry, from the Open Molecules 2025 dataset.

The HOMO-LUMO gap is 6.8 eV. The energy above the lowest of the compared OMol25 structures with the same formula, charge and spin comes out at 0.025 eV. As for the net charge: +1. The value obtained for the total energy is -3243.62595 Eh.

The geometry in XYZ format:
```
70
Properties=species:S:1:pos:R:3:mulliken_charge:R:1
C 3.08 1.64 3.83 -0.70
H 2.28 -2.51 1.32 0.34
C 2.96 1.15 5.12 -0.75
H 1.77 0.03 6.51 0.42
C -0.18 0.92 -4.48 -0.10
C 1.54 1.26 -6.00 0.16
H 4.11 2.13 1.30 0.41
N -0.04 0.43 2.29 0.60
H 2.82 -1.84 -1.10 0.33
H -1.22 -2.66 0.14 0.26
N 1.12 1.26 -4.75 -0.20
C -3.07 -1.45 2.33 0.71
H 1.52 0.59 -1.93 0.00
H 1.51 -1.85 -2.29 0.27
C -2.35 0.25 0.67 1.15
C -0.53 -2.57 -0.70 -1.35
H 2.92 0.93 -1.13 0.27
C -4.31 -1.55 1.66 0.73
H 3.74 1.37 5.84 0.42
H 1.13 0.94 -8.12 0.40
N 2.10 2.48 -2.08 -0.37
C -4.99 -3.31 3.16 -0.58
N -1.00 -0.31 2.63 -0.48
C 1.17 3.44 -1.83 0.58
C 1.87 -2.30 -1.36 -1.72
N 1.06 4.38 -2.78 -0.44
C -3.65 0.19 0.08 -0.98
O 2.08 1.83 1.60 0.36
H 3.94 2.22 3.55 0.43
H 0.59 -2.59 1.84 0.22
H 1.27 -3.89 0.85 0.43
H 1.67 4.41 -3.58 0.19
C 1.28 -2.81 1.02 -1.54
H -1.95 0.43 -5.35 0.25
C 3.17 2.68 1.24 -1.17
H -3.55 -3.86 4.66 0.41
C 0.84 -2.07 -0.24 1.55
C -3.76 -3.21 3.82 -0.73
C -5.26 -2.49 2.10 -0.90
Ti 0.37 0.94 0.40 -0.01
C -4.57 -0.68 0.56 -0.84
C 0.74 0.94 -7.11 -0.94
N -0.99 0.65 -5.57 -0.02
H -6.21 -2.55 1.58 0.41
C -2.82 -2.29 3.42 -0.57
H 0.47 5.17 -2.60 0.22
C 1.85 0.41 5.50 -0.85
C 0.96 0.63 3.28 -0.17
H 2.58 1.53 -6.14 0.43
N 2.00 1.28 -1.35 -0.28
O -1.46 1.04 0.16 -0.03
H -3.85 0.83 -0.76 0.49
C -0.56 0.65 -6.85 0.01
H -5.72 -4.04 3.48 0.40
H -0.44 -3.55 -1.18 0.49
H 2.03 -3.36 -1.54 0.48
C -2.09 -0.50 1.84 -0.16
H -0.03 -0.42 4.85 0.43
N 0.78 -0.66 0.06 0.34
H -1.29 0.41 -7.61 0.43
H 3.19 3.55 1.89 0.43
S -0.82 0.79 -2.96 -0.33
S 0.24 3.51 -0.44 -0.39
H -0.96 -1.87 -1.42 0.13
H -5.55 -0.73 0.09 0.39
C 0.85 0.15 4.58 -0.58
H 2.34 2.34 -3.05 0.32
H -1.87 -2.22 3.94 0.32
C 2.07 1.38 2.91 1.34
H 2.99 3.01 0.22 0.23
```

---

[2]
The following is a quantum chemistry calculation of 2 unconnected molecules or ions with the total composition C9H16N3 in a non-equilibrium geometry, from the Open Molecules 2025 dataset.

The HOMO-LUMO gap is 8.8 eV. The energy above the lowest of the compared OMol25 structures with the same formula, charge and spin comes out at 1.624 eV. As for the net charge: +1. The value obtained for the total energy is -516.56611 Eh.

The geometry in XYZ format:
```
28
Properties=species:S:1:pos:R:3:mulliken_charge:R:1
H -2.29 -2.91 -2.17 0.34
H -0.64 3.09 3.38 0.36
C 1.02 0.08 1.50 -0.18
H 1.61 -0.30 -1.91 0.22
H -1.82 -4.23 -3.29 0.30
H 0.46 -3.44 -2.51 0.28
C 0.30 1.08 3.56 -0.26
C 0.89 0.00 2.91 -0.62
C -0.25 2.19 2.89 -0.68
C -0.48 3.52 0.75 -1.57
H 0.07 4.38 1.11 0.39
H -2.10 -2.54 -3.83 0.33
C -0.01 -1.58 -2.22 0.65
N -0.87 -0.79 -1.60 -0.23
H 0.57 1.21 -0.27 0.40
H -1.56 3.66 0.94 0.33
H 2.01 -1.82 -2.64 0.21
C 0.59 1.21 0.81 -0.33
H -1.86 -0.96 -1.74 0.22
C -1.65 -3.17 -3.04 -0.88
N 1.27 -1.15 -2.33 -0.39
H -0.25 3.69 -0.28 0.40
H 1.50 -0.80 1.10 0.30
H 0.38 1.14 4.64 0.34
C 0.02 2.28 1.52 0.67
H 1.41 -0.79 3.45 0.35
N -0.29 -2.79 -2.74 -0.16
H -0.81 0.18 -1.34 0.18
```

---

[3]
The following is a quantum chemistry calculation of 12 unconnected molecules or ions with the total composition C40H97FNO12S in a non-equilibrium geometry, from the Open Molecules 2025 dataset.

The HOMO-LUMO gap is 7.3 eV. As for the net charge: +1. The value obtained for the total energy is -3037.49990 Eh.

The geometry in XYZ format:
```
152
Properties=species:S:1:pos:R:3:mulliken_charge:R:1
H 15.22 2.63 3.71 0.28
H 12.89 2.26 2.58 0.30
C -7.88 0.19 1.80 -0.63
H 1.19 -2.12 0.96 0.35
H 2.73 0.31 0.49 0.12
H -5.72 -5.78 -0.17 0.14
C -1.71 3.45 -0.60 -0.33
H 4.82 0.24 3.16 0.26
O 4.43 0.92 2.62 -0.47
O 8.46 0.60 1.08 -0.47
H 10.76 -1.11 -1.81 0.26
C 5.51 1.61 1.97 -0.52
H -7.04 0.24 4.37 0.48
H -1.16 3.85 -1.44 0.52
H -3.60 2.65 1.07 0.58
H -3.71 -11.11 0.52 0.31
O -2.90 -9.31 -0.14 -0.47
H -0.27 4.54 0.63 0.47
O -6.07 0.61 -4.88 -0.38
H -5.70 2.78 4.02 0.30
H 5.08 2.39 1.35 0.26
C 9.51 1.33 0.43 -0.05
H 16.50 4.51 3.23 0.27
O 14.80 3.31 3.17 -0.47
H -3.53 4.01 -1.59 0.46
C -6.09 1.99 -5.27 -0.54
C 1.46 -1.17 1.39 -0.50
C -6.06 1.59 0.33 1.12
H -6.96 -1.11 -3.23 0.43
C -5.09 -1.43 -2.31 -0.57
C -5.06 -2.92 -2.71 -1.30
H -4.62 1.89 -1.25 0.54
C -8.74 -2.33 0.60 -1.04
C -7.09 1.09 2.46 -0.54
H -7.80 0.70 -2.16 0.52
C 10.43 -0.85 -2.81 -0.51
N -7.80 -0.01 0.47 0.04
C -6.19 1.80 1.68 -0.06
H 2.96 -0.87 -5.01 0.27
C -6.84 0.39 -1.76 -1.31
C -4.09 3.26 0.32 -1.13
C 1.83 -0.23 0.22 -0.40
C 0.62 4.98 4.48 -0.50
H 14.32 1.53 0.92 0.21
O 9.99 -2.33 -5.48 -0.46
H -8.61 -0.38 2.34 0.58
C -7.26 1.22 3.95 -0.88
H 10.05 -4.17 -6.44 0.27
H 9.78 -1.87 -6.29 0.27
C -8.78 -0.97 -0.09 -1.03
H -4.99 -6.95 -1.23 0.29
H 0.19 -1.40 3.09 0.49
O 12.50 1.69 1.91 -0.47
H 0.58 0.27 2.76 0.19
H -6.55 -2.15 0.72 0.21
H -7.12 2.33 -5.42 0.28
C -3.12 4.02 -0.58 -1.63
C -6.38 2.25 4.67 -0.51
H 8.87 -0.07 1.62 0.24
H 0.86 0.85 -1.32 0.36
H -7.02 2.98 5.15 0.42
O 2.90 1.99 -2.81 -0.42
C 0.34 -0.68 2.29 -1.09
H 2.59 3.34 -4.36 0.34
C -5.11 2.45 -0.47 -0.54
C 2.19 3.08 -3.38 -0.63
H 0.80 -1.44 -4.33 0.29
H -0.33 4.89 3.93 0.16
C 0.85 2.11 0.38 -0.61
H 2.04 -2.55 -3.68 0.30
H 2.11 -0.87 -0.61 0.11
C -7.35 -2.84 0.97 0.51
H -6.14 0.95 6.38 0.41
H -4.66 3.99 0.90 0.47
C 10.68 -3.53 -5.83 -0.54
H 10.17 1.78 1.17 0.15
H 15.37 4.81 1.90 0.23
H 16.42 3.38 1.86 0.27
H -6.11 1.03 -2.21 0.05
H -3.49 -9.84 1.74 0.24
H -4.16 -3.17 -3.25 0.50
H -9.75 -0.55 0.12 0.43
H -6.46 0.10 -5.60 0.26
H -5.88 -3.04 -3.40 0.32
H -1.73 4.11 1.47 0.46
H 2.31 3.94 -2.71 0.22
H -8.31 1.40 4.14 0.51
C 0.73 0.71 -0.25 -0.54
C -6.90 0.63 -0.28 0.44
H 0.23 3.53 5.72 0.28
H -3.06 5.05 -0.26 0.51
H 0.53 5.77 5.23 0.34
H -5.24 -3.43 -0.59 0.31
C -4.81 -6.01 -0.72 -0.11
H 1.78 2.13 0.93 0.47
H -4.00 -6.97 1.02 0.29
H 1.42 5.22 3.79 0.22
H -5.51 2.15 -6.17 0.30
H -5.58 2.55 2.14 0.40
H 14.00 0.28 2.16 0.25
O 0.93 3.74 5.11 -0.49
H 2.33 -1.31 2.03 0.27
O 10.65 0.56 -2.99 -0.51
H -9.35 -2.32 1.49 0.61
F -7.32 -3.10 2.33 -0.43
H -3.52 -5.30 0.79 0.35
H 11.60 -3.31 -6.37 0.27
H -3.15 -9.49 -1.05 0.28
H 9.07 2.10 -0.19 0.25
H -6.35 -4.25 -1.69 0.41
H -4.74 1.02 5.32 0.38
C 15.84 4.04 2.51 -0.59
H 9.37 -1.08 -2.93 0.25
H -5.65 2.56 -4.46 0.13
O -4.48 -5.01 -1.66 -0.41
H 6.09 0.93 1.35 0.20
H -1.03 1.73 1.42 0.22
H 10.36 0.77 -3.88 0.28
C -5.54 1.60 5.76 -0.96
H -0.61 -0.61 1.76 0.22
H -1.78 2.37 -0.71 0.17
C -0.31 2.54 1.32 -0.29
C -3.78 -10.04 0.71 -0.61
S -4.68 2.83 6.76 -0.21
H 1.12 2.85 -3.47 0.22
H 0.91 2.85 -0.40 0.23
H 11.01 -1.41 -3.54 0.20
H -7.14 -3.78 0.49 -0.08
H -4.58 -0.88 -3.09 0.36
C -1.01 3.76 0.73 -1.25
O 2.71 -0.62 -4.11 -0.51
H -8.70 -1.04 -1.15 0.58
C -5.33 -3.89 -1.57 -0.39
H 10.93 -4.05 -4.91 0.21
C 13.55 0.89 1.38 -0.47
C -6.55 -1.04 -2.23 -0.86
H 0.08 2.78 2.31 0.18
H -4.82 -9.72 0.56 0.26
H -9.19 -3.04 -0.08 0.40
H 13.13 0.24 0.62 0.20
H -4.63 -1.31 -1.33 0.48
H -2.80 -6.57 -0.20 0.28
H 1.41 -1.24 -2.67 0.07
H 10.09 0.65 -0.20 -0.12
H 2.79 1.23 -3.40 0.28
C 1.68 -1.52 -3.68 -0.41
H -0.26 0.30 -0.13 0.41
H 6.17 2.07 2.71 0.29
H -5.71 3.40 7.39 0.12
H -7.04 -1.81 -1.63 0.78
H -5.74 3.17 -0.98 0.34
C -3.71 -6.24 0.28 -1.09
```

---

| no. | HOMO energy (eV) |
| --- | --- |
| 1 | -9.910 |
| 2 | -11.719 |
| 3 | -10.561 |